(1)
Entry from OMol25: a molecular structure, C19H25N4O9PbS2 (wB97M-V/def2-TZVPD).

The calculation puts the frontier orbital gap at 7.19 eV. As for the highest occupied orbital energy: -5.2 eV. The calculation puts the largest force on an atom at 0.92 eV/Å. Its net charge is -1. The energy above the lowest of the compared OMol25 structures with the same formula, charge and spin is 0.0 kcal per mole.

Each line ends with the natural charge from an NBO analysis.
Cartesian coordinates (Å):
Pb -0.208927 -2.354278 1.402082  1.433
S -1.739766 -4.890945 0.499494  -0.699
S 0.221219 -5.331737 0.700758  2.196
O 3.059861 0.520890 2.966992  -0.702
O -3.298619 0.935534 1.348232  -0.568
O -2.825228 -0.115078 -0.536302  -0.721
O 0.506639 -5.538890 2.140542  -1.054
O 0.915115 -4.028021 0.303515  -1.130
O 1.324984 -0.345381 1.847535  -0.798
O 0.664755 -6.405446 -0.154712  -0.972
O 5.732755 -2.378255 5.078005  -0.620
O 5.048599 -0.400278 4.345527  -0.692
N 0.383988 -1.601434 -0.913738  -0.685
N 2.321849 -3.909453 3.235891  -0.309
N -1.072538 -0.115378 -2.844526  -0.650
N 1.823010 -2.767873 2.769622  -0.329
C -2.141700 3.777413 -2.205768  -0.252
C -2.836914 0.978033 0.240124  0.784
C -3.925501 2.032513 -2.300284  -0.639
C -0.403912 5.601974 -2.275534  -0.630
C -0.684787 2.446695 1.604970  -0.657
C -0.611387 3.959078 -0.384838  -0.233
C 3.465421 -3.697893 3.894069  0.027
C -2.740242 2.668334 -1.614975  0.037
C 2.325165 -0.418641 2.614261  0.786
C 3.724291 -2.337136 3.858986  -0.273
C -2.244505 2.207758 -0.394030  -0.202
C -0.854062 -1.545776 -3.081752  -0.240
C -0.660955 -2.228952 -1.739335  -0.259
C -1.193651 2.871916 0.254730  0.065
C 2.650939 -1.799764 3.114745  0.042
C -1.063608 4.421881 -1.615342  0.018
C 0.159722 0.473714 -2.317861  -0.245
C 4.920144 -1.709645 4.478824  0.784
C 0.435218 -0.130447 -0.949196  -0.243
H -4.682349 1.704196 -1.588010  0.229
H -2.314754 -0.000850 -1.354169  0.521
H -0.355224 6.453803 -1.595834  0.219
H 1.808930 -4.764795 2.957014  0.476
H -2.537931 4.150755 -3.144432  0.201
H -1.724120 -1.977242 -3.578556  0.211
H 0.619793 5.360422 -2.567957  0.220
H 0.032956 1.552657 -2.212347  0.220
H -0.946377 5.909277 -3.169188  0.210
H 4.284697 0.002538 3.819797  0.510
H 0.023480 -1.707815 -3.725016  0.167
H 0.215502 4.464909 0.101842  0.210
H -1.345967 0.351879 -3.699964  0.372
H 1.009741 0.287897 -2.992068  0.167
H -0.415602 -3.284019 -1.846044  0.258
H -0.286809 1.429681 1.605241  0.256
H -4.383669 2.745683 -2.984821  0.213
H 1.286114 -2.021688 -1.101549  0.405
H 0.123190 3.103079 1.923543  0.217
H 1.401523 0.187316 -0.566524  0.243
H -3.633827 1.155809 -2.882240  0.220
H -0.301569 0.258786 -0.248997  0.196
H -1.486382 2.482628 2.342055  0.240
H 4.039413 -4.494556 4.334351  0.236
H -1.608131 -2.195380 -1.196835  0.215

Atoms 1-6, force components in eV/Å:
-0.1 -0.2 0.1
0.1 0.0 0.1
-0.1 -0.1 0.2
0.0 0.0 0.0
0.0 0.1 0.0
-0.5 -0.3 0.7

=====

(2)
Entry from OMol25: a molecular structure, C32H29BBaCl5N10OS5Te at a distorted geometry (wB97M-V/def2-TZVPD).

The calculation puts the frontier orbital gap (spin up / spin down) at 5.08 / 4.97 eV. As for the highest occupied orbital energy (spin up / spin down): -1.5 / -1.5 eV. The calculation puts the largest force on an atom at 6.78 eV/Å. Its net charge is -2. The energy above the lowest of the compared OMol25 structures with the same formula, charge and spin is 22.4 kcal per mole. The spin multiplicity is 2.

Each line ends with the Löwdin spin population.
Cartesian coordinates (Å):
Ba -0.164289 -0.744283 0.138198  0.010
Te 1.531032 0.761213 -2.929563  0.000
Cl -2.254604 -5.748100 -2.711498  0.000
Cl -5.345099 -5.647564 -2.328615  0.000
Cl -6.280791 -3.663515 -0.079957  0.000
Cl -4.578175 -1.883368 1.503830  0.008
Cl -0.579826 -3.081691 -2.015353  0.001
S 1.686872 -2.773734 5.442901  0.019
S 0.682341 -0.797048 3.515841  0.281
S -1.326486 -3.271596 2.378533  0.292
S -0.467003 -4.748694 4.732917  0.009
S 2.525366 -2.621154 -3.533546  0.000
O 0.829860 -4.662202 7.129322  0.026
N 1.858891 -2.800927 0.458115  0.003
N -1.400556 2.625689 -0.595407  0.000
N 1.229554 1.788165 0.314310  0.000
N -0.842346 4.876938 0.542561  0.000
N 3.233090 -4.787004 -0.022111  0.000
N 0.663119 2.948197 0.760254  0.000
N -1.902065 1.596749 2.158593  0.000
N -1.613495 2.890600 1.842723  0.000
N 0.171886 5.500799 -0.136638  0.000
N -1.692861 1.296931 -0.795541  0.000
C -2.256562 1.513786 3.437306  0.002
C 2.524077 -5.879047 -0.723578  0.000
C 3.530647 0.722664 0.343315  0.001
C 2.636201 -3.703344 0.309712  0.000
C 0.478461 7.442073 -1.544824  0.000
C 0.620757 -2.343748 4.142035  0.169
C -2.557626 0.224532 4.114787  0.009
C 4.642421 -4.907201 0.332044  0.000
C 0.681082 -4.172340 6.022227  0.013
C 2.805916 3.065166 1.355818  0.000
C 3.508874 -2.821392 -4.980546  0.000
C 2.471436 -0.802547 -3.971478  0.000
C 1.625613 3.780713 1.387106  0.000
C 2.542746 1.817764 0.666980  0.001
C -4.287336 -4.546600 -1.529827  0.000
C -4.685543 -3.673460 -0.561078  0.000
C -2.941037 -4.452541 -1.906723  0.000
C -0.344298 6.630497 -0.609345  0.000
C -1.918779 3.343459 -1.647383  0.000
C -2.014023 5.633870 0.519382  0.000
C -2.245866 1.186266 -2.033658  0.000
C -1.793247 3.667016 2.983722  0.000
C -2.210548 -3.422020 -1.337996  0.001
C -0.348391 -3.339122 3.710094  0.139
C 3.739763 -1.696579 -5.695180  0.000
C -2.771682 -0.084852 -2.729086  0.000
C 3.166496 -0.515538 -5.162358  0.000
C -2.169277 2.809774 4.019099  0.000
C -2.319644 2.450277 -2.660497  0.000
C -1.681979 6.823304 -0.080674  0.000
C -2.597142 -2.704702 -0.263465  0.003
C -3.891539 -2.748584 0.194811  0.001
B -0.837615 3.354394 0.639179  0.000
H 4.587739 1.069071 0.132809  0.000
H -2.574190 2.635764 -3.661860  0.000
H -3.572351 0.070867 -3.492765  0.000
H -1.593204 4.753071 2.952638  0.000
H -1.646974 -0.344242 4.240396  0.008
H 3.331209 0.516168 -5.475517  0.000
H 4.365705 -1.688437 -6.616656  0.000
H -3.053393 0.393226 5.124345  0.000
H -1.870487 4.441400 -1.667972  0.000
H 3.969511 -3.789045 -5.133243  0.000
H 1.408370 4.783871 1.728358  0.000
H 1.562303 -5.462980 -1.002461  0.000
H 3.284588 0.198606 -0.575338  0.000
H -1.943041 -0.554601 -3.207723  0.000
H 3.575725 0.003313 1.219563  0.001
H -3.140103 -0.432127 3.468720  0.001
H 4.894580 -4.516981 1.322995  0.000
H 1.512494 7.029137 -1.725094  0.000
H 2.406787 -6.741720 -0.051027  0.000
H -2.224533 3.015835 5.054033  0.000
H 3.759809 3.552422 1.680308  0.000
H -2.231761 7.707205 -0.200469  0.000
H 0.083845 7.406638 -2.605264  0.000
H 3.162466 -6.139938 -1.586201  0.000
H 4.995739 -5.973819 0.401516  0.000
H -3.211422 -0.828370 -2.008826  0.000
H 0.636393 8.498684 -1.292003  0.000
H -2.949809 5.168227 0.820284  0.000
H 5.407271 -4.477607 -0.353348  0.000

Atoms 1-6, force components in eV/Å:
-0.2 0.0 0.6
-0.3 -0.6 0.3
0.9 -1.1 -1.3
-0.1 0.0 0.2
-3.0 -0.6 0.1
0.4 0.4 0.3

=====

Among the records above, which one has the lowest energy above the lowest of the compared OMol25 structures with the same formula, charge and spin? C19H25N4O9PbS2

=====

Among the records above, which one has the highest energy above the lowest of the compared OMol25 structures with the same formula, charge and spin? C32H29BBaCl5N10OS5Te